Record 1
95
Properties=species:S:1:pos:R:3:forces:R:3 method="wB97M-V/def2-TZVPD" spin_multiplicity=3 s2=2.025 total_charge=+2 energy_ev=-223869.2868
C 0.1942 3.7377 -1.5315 0.0 0.0 0.0
C 1.0630 -3.2914 0.7679 0.1 0.1 0.0
C 0.5979 -2.2565 -3.1170 -0.1 0.1 0.0
H 4.4863 -0.8789 4.2690 0.0 0.0 0.0
N -1.6917 0.6516 -2.2812 0.1 -0.1 -0.2
C -2.6619 2.7989 -0.1360 0.0 0.0 0.1
C 1.1088 -0.5944 4.3228 0.0 0.0 0.0
H 1.2249 4.9479 -2.9695 0.0 0.0 0.0
C -1.7687 2.6314 4.7687 0.0 0.0 0.0
H -4.0690 5.7634 -0.9916 0.0 0.0 0.0
Se 0.9997 0.8273 -2.2731 0.1 0.1 -0.1
C 0.8153 -3.4292 -3.8256 -0.1 -0.1 0.0
C -5.1629 3.9789 -0.5259 0.0 0.0 0.0
C 3.3896 -2.5082 -1.2220 0.0 -0.1 -0.1
H -3.7848 1.0532 0.4445 0.0 0.0 0.0
C -0.0507 -4.4914 -3.6533 0.1 0.0 -0.1
H -2.0577 -3.0036 -1.4143 0.0 0.0 0.0
Si -0.8808 -0.5139 2.2193 0.1 0.3 -0.2
C 3.2193 -1.0172 2.5495 0.0 0.0 0.0
C -2.0216 -1.7689 2.9567 -0.1 -0.2 0.1
H 4.9811 -3.2250 -2.4632 0.0 0.0 0.0
C -1.2380 -3.1432 -2.0992 0.0 0.1 0.0
C -1.1192 -4.3283 -2.7903 0.0 0.0 0.0
H -1.0639 -3.1983 0.4960 0.0 0.0 0.0
C 1.9056 -5.4210 1.5271 0.0 0.0 0.0
P -1.0731 2.0278 0.3412 -0.1 0.3 0.1
H -5.9715 2.0836 0.0762 0.0 0.0 0.0
H 6.1008 -1.0267 -2.6095 0.0 0.0 0.0
H 3.3308 4.9991 -1.6790 0.0 0.0 0.0
H -3.0573 -1.6339 2.6566 0.0 0.0 0.0
H 0.3105 -0.4241 5.0345 0.0 0.0 0.0
H -1.0236 4.4611 2.0205 0.0 0.0 0.0
H 4.0393 -1.2066 1.8689 0.0 0.0 0.0
C -4.0069 4.7220 -0.7054 0.0 0.0 0.0
C -2.9649 0.7264 -2.6931 0.1 0.0 0.1
C 4.6447 -0.0325 -1.3851 0.0 0.0 0.0
C 2.1279 -4.1028 1.1719 0.0 0.0 0.1
C -0.4477 -5.1416 1.1256 0.1 0.0 0.0
C 2.4138 -0.6507 4.7863 0.0 0.0 0.0
C -2.2740 1.6439 -4.7923 -0.1 0.0 0.0
H 0.4456 -6.9725 1.7918 0.0 0.0 0.0
C -1.1146 2.3017 2.1152 0.0 0.1 -0.1
C -0.7268 1.0566 -3.1126 -0.1 0.1 0.1
Mo -0.6702 -0.3122 -0.5206 -0.2 -0.6 -0.3
H -3.7154 0.3745 -2.0022 0.0 0.0 0.0
Cl -2.8077 -1.2151 -0.0892 0.0 0.0 0.1
H 3.1343 -3.7058 1.2277 0.0 0.0 0.0
C 0.6160 -5.9439 1.5034 0.0 0.0 0.0
H 2.6146 -0.5327 5.8430 0.0 0.0 0.0
H -0.7181 3.7167 -2.1123 0.0 0.0 0.0
P 1.3457 -1.5126 0.4675 0.2 -0.3 0.2
C 2.8465 -1.4157 -0.5552 0.0 0.0 0.1
H -1.7107 -2.7889 2.7376 0.0 0.0 0.0
C -1.1847 3.5914 2.6472 0.0 0.0 0.0
H 1.5227 2.6244 1.3887 0.0 0.0 0.0
C -0.2206 -3.8199 0.7604 -0.1 0.0 0.0
C 1.9022 -0.9577 2.0977 -0.1 -0.1 -0.1
H 3.4727 3.8351 0.4996 0.0 0.0 0.0
C -3.2866 1.2236 -3.9409 0.0 0.0 -0.1
C -5.0732 2.6581 -0.1080 0.0 0.0 0.0
H 2.9058 -3.4756 -1.1730 0.0 0.0 0.0
C -0.9538 1.5596 -4.3735 0.0 0.0 0.0
C 3.4697 -0.8459 3.9004 0.0 0.0 0.0
H -1.9591 -1.6372 4.0418 0.0 0.0 0.0
C 3.4876 -0.1771 -0.6369 0.0 0.0 0.0
H -1.8507 -5.1080 -2.6358 0.0 0.0 0.0
H 5.1351 0.9304 -1.4415 0.0 0.0 0.0
Se 1.7659 -0.8500 -3.6639 0.0 0.1 0.0
H -6.1311 4.4343 -0.6850 0.0 0.0 0.0
C -2.7615 4.1424 -0.4981 -0.1 0.0 0.0
C 1.4568 3.1187 0.4245 0.0 0.0 0.0
H 0.0955 -5.4139 -4.1993 0.0 0.0 0.0
H -4.3244 1.2727 -4.2382 0.0 0.0 0.0
C -1.4937 3.7509 3.9824 0.0 0.0 0.1
H 3.0934 0.6799 -0.0980 0.0 0.0 0.0
N -0.3828 -2.1012 -2.2128 0.0 -0.1 0.1
C 0.2629 3.0820 -0.3000 0.0 0.0 -0.1
C -3.8326 2.0743 0.0921 0.0 0.0 0.0
H 2.7370 -6.0407 1.8350 0.0 0.0 0.0
C -1.3376 1.1749 2.8847 -0.1 0.0 0.3
C 1.2939 4.4293 -2.0222 0.0 0.0 0.0
H -1.8837 4.7632 -0.5919 0.1 0.0 0.0
C 2.4762 4.4561 -1.2981 0.0 0.0 0.0
H -2.0434 2.7601 5.8074 0.0 0.0 0.0
C 0.8344 -0.7322 2.9593 0.2 0.1 0.0
H -1.9029 0.5102 4.8677 0.0 0.0 0.0
C 5.1849 -1.1317 -2.0435 0.0 0.0 0.0
H -0.1305 1.8693 -5.0023 0.0 0.0 0.0
C 4.5581 -2.3661 -1.9587 0.0 0.0 0.0
H -1.4554 -5.5368 1.1243 0.0 0.0 0.0
H -2.5090 2.0299 -5.7754 0.0 0.0 0.0
C -1.6898 1.3598 4.2309 0.0 0.0 -0.1
H -1.5488 4.7424 4.4111 0.0 0.0 0.0
H 1.6418 -3.4942 -4.5222 0.0 0.0 0.0
C 2.5566 3.7991 -0.0754 0.0 0.0 0.0



Record 2
96
Properties=species:S:1:pos:R:3:forces:R:3 method="wB97M-V/def2-TZVPD" total_charge=0 energy_ev=-104562.2088
C -1.9478 -0.0285 4.0376 0.3 -0.1 0.2
Cl -0.9606 1.0418 -3.5461 -0.3 -2.3 -2.1
C 3.2007 -1.5584 7.1732 0.3 -0.1 0.0
C -0.7213 4.8271 6.6700 0.4 -0.4 0.1
C 3.2031 -4.1572 -1.5273 -0.6 -0.5 -0.4
O -4.1401 3.7021 6.6226 0.5 0.4 -0.1
P -2.4208 -3.5640 -8.7078 1.3 -5.1 3.5
H 2.1295 -4.6159 -1.7770 2.3 0.9 0.6
S 0.5990 -3.9057 -6.8380 0.2 1.7 1.2
C -0.3182 2.1515 7.3696 -0.3 0.2 0.0
H -2.0105 0.0281 1.8835 0.1 -0.1 0.2
H -5.2564 -2.3627 -10.2525 0.4 2.3 -0.1
S -4.0156 -1.0275 -12.0062 -0.1 -0.9 -0.1
H 6.0571 -4.5515 -6.1310 -2.4 1.4 0.7
C 0.9820 -0.9703 6.2148 -0.5 0.1 1.1
C 2.2259 -2.2752 -4.8697 4.5 -1.9 -0.3
H -1.6607 8.8071 5.8593 -0.1 -0.3 0.0
C -4.5205 -1.0177 -7.7236 0.5 -0.5 0.7
H -6.0562 -0.6509 -10.6179 2.0 -1.3 0.3
C -3.8005 8.6092 5.7258 0.3 -0.2 0.1
C -1.6120 2.6305 7.1528 0.4 0.0 0.0
H -3.9600 9.6686 5.5374 0.1 -0.2 0.0
C -3.3872 5.8937 6.2413 -0.4 0.5 -0.1
C -0.5549 -2.4953 -6.4050 -1.7 2.5 0.9
O 0.0371 7.0021 6.2117 -0.6 -0.4 0.1
H -4.4242 0.6997 -9.2185 0.6 -2.6 -0.4
H -3.0367 -0.6400 -9.4130 -2.7 0.5 0.2
C -2.2979 6.7604 6.1613 -0.4 0.5 -0.1
C 3.0055 -2.5877 -1.0688 -0.1 -0.6 0.2
C 5.0958 -2.7631 -4.6619 -2.9 -1.4 -1.8
C 3.7175 -1.9418 -4.1886 0.4 -2.1 -2.2
H 3.5292 -5.0739 -7.3621 -0.1 2.0 2.1
H 2.8514 -2.5843 0.1083 0.4 0.2 -2.5
H -3.8377 -3.4420 -8.9914 1.2 0.7 -0.1
H -5.8967 8.1162 5.6293 0.2 -0.1 0.0
C 0.5770 4.3410 6.8738 0.1 -0.3 0.1
C 2.3886 -1.3863 6.0457 0.5 -0.1 0.3
H 4.4207 -0.8038 -0.6649 -0.5 -1.4 -2.0
C -0.1477 -1.4651 -5.2024 -3.9 1.2 -1.0
C -1.9720 -2.3662 -7.2779 0.2 3.7 2.6
H 4.6447 -2.2314 3.6347 -0.3 0.1 0.2
C 5.0404 -2.2174 5.7511 -0.3 0.1 -0.2
H -5.5391 5.7085 6.0867 0.3 0.0 0.0
C 2.9094 -1.6121 4.7721 0.6 -0.2 0.2
H -3.4203 -2.2752 -12.3361 -1.1 1.2 1.0
C 4.2353 -2.0400 4.6250 0.2 0.0 0.3
H -5.2732 -0.3160 -7.1233 1.9 -1.4 -1.3
C 4.2377 -1.5960 -1.5312 -0.3 -0.2 0.6
C 2.2151 -3.4431 -6.0127 3.0 1.3 1.7
O 2.5324 -1.5876 2.4542 -0.2 0.1 0.6
C -4.2060 -0.4746 -9.2377 0.4 0.1 0.6
C -0.9232 6.2509 6.3363 1.2 0.9 -0.1
O -2.2184 -5.0624 -8.1679 -0.4 4.5 -1.8
C -5.0488 -1.2245 -10.4320 0.1 0.2 0.6
C -4.8881 7.7380 5.7814 0.2 -0.3 0.1
H 1.9872 -2.2258 -1.5274 2.0 -0.5 0.8
C 5.0797 -3.9598 -5.8201 -4.5 2.8 1.5
C -1.4070 -0.1890 2.7622 0.4 -0.1 0.1
H -3.4190 0.8154 -5.4618 1.9 -2.3 -0.5
C -0.0909 -0.6313 2.6117 -0.3 0.1 0.0
O 0.5089 -0.8250 7.3361 0.3 -0.2 -0.5
N 1.0660 -1.4960 -4.3189 -0.5 -2.0 -2.8
H 3.8223 -4.2643 -2.5356 -1.2 0.3 2.3
H 5.1579 -2.0937 7.9002 -0.1 0.0 -0.2
C 0.6909 -0.9052 3.7416 -0.5 0.2 -0.3
H 3.0789 -0.0430 -2.8979 1.5 -1.8 -0.3
H -0.1642 1.1120 7.6510 -0.1 0.3 0.0
H 3.6745 -4.8366 -0.6700 -0.9 1.6 -1.9
C -4.6849 6.3816 6.0393 0.0 0.3 0.0
C -3.1840 4.4648 6.5557 -1.1 -0.9 0.1
C -2.6798 -0.0817 -5.7223 2.3 -3.0 -0.9
C 3.9442 -0.8284 -2.9880 1.1 -0.7 0.2
C 3.5880 -4.2568 -6.5059 0.9 2.4 2.6
H 1.4353 5.0021 6.7659 -0.3 0.0 0.0
H 6.1440 -2.5330 -4.1460 -2.7 -0.4 -1.1
H 5.2332 -2.2459 -1.5692 -2.1 1.4 -0.2
H 1.7839 2.6297 7.3846 -0.2 0.1 0.0
C -3.0657 -1.1549 -6.9134 2.9 0.1 2.3
C -2.5054 8.1220 5.9093 -0.3 0.1 -0.1
H 0.8586 -1.6952 -3.3161 0.2 0.1 -1.3
H 2.8050 -1.3704 8.1699 -0.1 0.0 -0.3
H -1.5812 -3.3985 -9.8916 -0.9 0.6 0.8
C -1.2515 -0.2474 -4.8879 -1.3 -2.1 -3.0
H -5.0468 -2.0857 -7.7370 1.3 2.2 0.0
C 4.5267 -1.9677 7.0234 -0.4 0.1 -0.1
H 0.3228 -0.7571 1.6124 0.1 0.0 0.3
C -1.1695 -0.2953 5.1649 -0.1 0.0 -0.3
H 6.0710 -2.5452 5.6349 -0.2 0.1 0.0
C 2.0767 -1.3860 3.5731 0.5 -0.2 -1.3
C 0.1558 -0.7252 5.0162 -0.6 0.2 -0.2
H -2.4602 1.9573 7.2663 0.1 0.3 -0.1
H 4.9481 -0.2227 -3.2088 -2.3 -1.3 0.2
H -2.9753 0.3091 4.1550 0.2 -0.1 0.0
C 0.7754 3.0043 7.2228 -0.2 0.4 -0.1
H -1.5970 -0.1630 6.1575 0.2 -0.1 -0.2
C -1.8138 3.9704 6.7969 0.4 -0.5 0.2